A molecular structure, C23H45F3N5O6SSiTl. Source: the Open Molecules 2025 dataset; level of theory: wB97M-V/def2-TZVPD.

Atoms and positions in Å:
Tl: 0.377 -1.840 0.506
N: -0.232 -5.669 3.059
C: -0.593 -4.366 2.730
O: -0.022 -3.429 3.246
C: -1.775 -4.240 1.786
C: -1.958 -2.827 1.237
H: 0.654 -5.735 3.534
H: -0.399 -6.371 2.356
H: -2.617 -4.637 2.382
H: -1.638 -4.962 0.968
H: -2.228 -2.159 2.066
H: -2.811 -2.814 0.544
F: 6.702 -0.571 1.500
C: 6.318 -0.739 2.775
F: 6.935 -1.848 3.228
F: 6.916 0.291 3.459
C: 4.835 -0.735 2.982
C: 4.304 0.198 3.856
C: 2.939 0.237 4.091
C: 2.160 -0.671 3.389
N: 2.637 -1.566 2.542
C: 3.977 -1.677 2.319
S: 4.544 -2.925 1.298
H: 4.959 0.897 4.357
H: 2.498 0.959 4.767
H: 1.077 -0.683 3.514
C: -1.876 -3.074 -2.238
C: -0.512 -2.926 -2.859
N: -0.503 -2.501 -4.173
O: 0.521 -3.183 -2.280
H: -2.545 -3.605 -2.918
H: -2.292 -2.086 -2.020
H: -1.785 -3.589 -1.286
H: -1.274 -1.933 -4.484
H: 0.406 -2.216 -4.502
N: 2.372 -5.309 -0.835
N: 1.273 -5.511 0.080
H: 2.844 -4.438 -0.586
H: 1.949 -5.135 -1.737
H: 0.704 -4.667 0.106
H: 1.702 -5.567 0.996
C: -2.749 2.073 1.744
C: -3.268 2.693 0.444
C: -4.694 2.214 0.187
C: -3.234 4.219 0.550
O: -2.500 2.311 -0.684
Si: -0.920 1.760 -0.693
O: -0.586 0.496 0.147
O: -0.601 1.554 -2.326
C: -1.316 1.857 -3.498
C: -1.625 3.355 -3.573
C: -2.614 1.047 -3.568
C: -0.407 1.464 -4.661
O: -0.099 3.154 -0.247
C: 1.263 3.186 0.178
C: 1.681 4.651 0.150
C: 2.154 2.367 -0.758
C: 1.373 2.634 1.600
H: -3.418 2.333 2.570
H: -1.743 2.438 1.967
H: -2.683 0.987 1.646
H: -5.373 2.557 0.973
H: -4.709 1.121 0.158
H: -5.045 2.593 -0.777
H: -3.772 4.561 1.438
H: -3.689 4.670 -0.338
H: -2.193 4.543 0.607
H: -2.282 3.633 -2.747
H: -2.103 3.610 -4.524
H: -0.695 3.922 -3.476
H: -3.231 1.271 -2.697
H: -2.377 -0.021 -3.551
H: -3.170 1.277 -4.482
H: 0.532 2.017 -4.597
H: -0.886 1.674 -5.622
H: -0.177 0.399 -4.596
H: 1.614 5.043 -0.869
H: 2.707 4.764 0.508
H: 1.016 5.235 0.791
H: 2.055 2.731 -1.785
H: 1.844 1.317 -0.739
H: 3.199 2.429 -0.446
H: 0.800 3.261 2.290
H: 2.415 2.602 1.929
H: 0.964 1.622 1.622

Cartesian forces (eV/Å) of the 2 atoms listed first:
Tl -0.255 0.147 -0.081
N -0.070 0.031 -0.038

Output
- total charge = -2
- LUMO (eV) = 4.18
- frontier orbital gap (eV) = 4.8554
- molar mass (g mol⁻¹) = 809.2


7 unconnected molecules or ions with the total composition C23H46Br4O9. Source: the Open Molecules 2025 dataset; level of theory: wB97M-V/def2-TZVPD.

Atoms and positions in Å:
C: -2.298 5.564 2.128
C: -1.357 4.706 1.297
O: -1.731 3.598 0.981
C: -0.055 5.329 0.886
H: -2.787 6.210 1.391
H: -1.788 6.218 2.837
H: -3.025 4.948 2.646
H: 0.344 4.728 0.065
H: 0.635 5.301 1.728
H: -0.196 6.345 0.525
O: -1.376 3.548 4.556
C: -1.271 2.562 3.880
O: -2.263 1.681 3.674
C: -3.553 1.884 4.202
C: -4.551 1.132 3.390
C: -0.029 2.173 3.154
H: -3.802 2.940 4.351
H: -3.548 1.438 5.210
H: -5.563 1.230 3.782
H: -4.282 0.072 3.434
H: -4.551 1.411 2.334
H: 0.809 2.743 3.531
H: -0.162 2.382 2.092
H: -0.023 1.086 3.267
O: -1.187 -6.854 -3.357
C: -0.087 -6.828 -3.843
O: 0.434 -5.825 -4.548
C: -0.296 -4.610 -4.711
C: -0.205 -3.734 -3.473
C: 0.925 -7.920 -3.631
H: -1.325 -4.898 -4.943
H: 0.225 -4.093 -5.515
H: -0.504 -4.195 -2.532
H: -0.727 -2.784 -3.588
H: 0.846 -3.464 -3.317
H: 1.832 -7.715 -4.185
H: 0.457 -8.882 -3.844
H: 1.123 -8.003 -2.561
O: 2.256 -0.093 4.528
C: 2.523 -0.292 3.366
O: 2.562 -1.501 2.830
C: 2.196 -2.678 3.544
C: 2.482 -3.906 2.697
C: 2.841 0.833 2.398
H: 1.109 -2.604 3.665
H: 2.645 -2.659 4.537
H: 1.921 -3.740 1.774
H: 2.148 -4.844 3.127
H: 3.552 -3.920 2.488
H: 1.976 1.067 1.779
H: 3.549 0.473 1.649
H: 3.163 1.713 2.940
O: 2.700 4.029 -1.399
C: 2.968 3.518 -2.450
O: 3.804 4.083 -3.327
C: 4.435 5.319 -3.023
C: 5.343 5.257 -1.808
C: 2.314 2.287 -3.031
H: 3.675 6.095 -2.909
H: 5.018 5.643 -3.884
H: 6.039 6.099 -1.812
H: 5.956 4.364 -1.677
H: 4.780 5.331 -0.877
H: 2.678 1.446 -2.444
H: 2.478 2.218 -4.101
H: 1.249 2.472 -2.886
Br: -2.622 1.239 -1.841
C: -1.201 0.679 -0.568
C: -0.424 -0.434 -1.206
Br: 1.044 -0.980 -0.030
H: -1.745 0.387 0.326
H: -0.621 1.571 -0.357
H: 0.052 -0.038 -2.103
H: -1.011 -1.290 -1.519
Br: -5.825 -6.600 -0.981
C: -4.496 -5.167 -0.756
C: -4.781 -4.039 -1.705
Br: -3.470 -2.613 -1.390
H: -3.474 -5.526 -0.885
H: -4.486 -4.828 0.279
H: -5.691 -3.487 -1.502
H: -4.693 -4.315 -2.749

Cartesian forces (eV/Å) of the 2 atoms listed first:
C 0.364 0.197 -0.328
C -1.103 0.494 0.844

Output
- SMILES string = CCOC(C)=O.CCOC(C)=O.CCOC(C)=O.CCOC(C)=O.CC(C)=O.BrCCBr.BrCCBr
- LUMO (eV) = 0.43
- frontier orbital gap (eV) = 10.0855
- molar mass (g mol⁻¹) = 786.2


10 unconnected molecules or ions with the total composition C23H46Cl14N2O5. Source: the Open Molecules 2025 dataset; level of theory: wB97M-V/def2-TZVPD.

Atoms and positions in Å:
C: 2.745 0.037 3.703
C: 3.218 -0.107 5.037
O: 2.320 0.613 5.756
C: 1.506 1.316 5.001
O: 0.669 2.125 5.364
O: 1.733 0.975 3.731
H: 2.361 -0.934 3.392
H: 3.622 0.216 3.080
H: 4.197 0.344 5.202
H: 3.085 -1.143 5.347
C: -1.056 7.104 0.178
C: -1.866 5.964 -0.375
O: -2.919 6.233 -0.973
N: -1.349 4.740 -0.253
C: -2.057 3.587 -0.714
H: -0.355 7.564 -0.518
H: -0.470 6.871 1.067
H: -1.701 7.944 0.437
H: -0.448 4.564 0.168
H: -3.139 3.479 -0.637
H: -1.649 2.653 -0.326
H: -1.747 3.560 -1.758
C: -3.355 0.544 3.428
C: -3.526 0.659 1.954
O: -3.452 1.665 1.301
N: -3.637 -0.446 1.289
C: -3.629 -0.555 -0.176
H: -3.007 -0.430 3.773
H: -4.345 0.518 3.882
H: -2.701 1.289 3.883
H: -3.838 -1.300 1.790
H: -3.115 -1.471 -0.468
H: -3.095 0.267 -0.652
H: -4.590 -0.494 -0.687
Cl: -1.016 -1.198 -2.641
C: 0.238 -0.953 -1.512
C: -0.286 -0.804 -0.092
Cl: 0.968 -0.564 1.130
H: 0.804 -0.058 -1.772
H: 0.893 -1.820 -1.598
H: -0.847 -1.720 0.097
H: -0.879 0.109 -0.124
Cl: -2.837 -3.382 2.858
C: -1.685 -3.101 4.128
C: -0.367 -2.424 3.622
Cl: 0.933 -2.806 4.771
H: -1.574 -4.023 4.699
H: -2.213 -2.422 4.797
H: -0.433 -1.346 3.472
H: -0.145 -2.899 2.666
Cl: 2.941 -4.924 2.117
C: 3.912 -3.483 2.278
C: 3.853 -2.773 0.894
Cl: 4.519 -1.115 1.049
H: 4.898 -3.681 2.699
H: 3.391 -2.831 2.979
H: 2.900 -2.787 0.364
H: 4.515 -3.302 0.209
Cl: 1.582 4.265 0.822
C: 2.732 3.027 1.299
C: 3.603 2.686 0.088
Cl: 2.785 1.862 -1.248
H: 2.105 2.235 1.711
H: 3.364 3.457 2.076
H: 4.419 2.046 0.425
H: 4.068 3.594 -0.295
Cl: -1.572 4.472 -4.343
C: -2.032 3.029 -5.260
C: -1.647 1.768 -4.490
Cl: 0.098 1.635 -4.128
H: -1.460 3.008 -6.188
H: -3.091 3.081 -5.515
H: -1.933 0.819 -4.943
H: -2.182 1.692 -3.543
Cl: 0.509 -4.318 -0.466
C: 0.144 -4.905 -2.110
C: -1.348 -5.546 -2.164
Cl: -2.669 -4.482 -1.644
H: 0.893 -5.663 -2.339
H: 0.230 -4.028 -2.752
H: -1.258 -6.412 -1.509
H: -1.578 -5.834 -3.189
Cl: 2.204 -1.243 -4.535
C: 0.884 -1.211 -5.753
C: 0.687 -2.493 -6.477
Cl: 2.158 -3.105 -7.174
H: 1.176 -0.399 -6.419
H: -0.027 -0.931 -5.223
H: -0.074 -2.500 -7.257
H: 0.339 -3.251 -5.775

Cartesian forces (eV/Å) of the 2 atoms listed first:
C 0.923 -2.119 -3.354
C 1.694 -1.246 2.124

Output
- total charge = +1
- ⟨S²⟩ = 0.76
- spin multiplicity = 2
- LUMO (spin up / spin down) (eV) = -2.69 / -7.88
- frontier orbital gap (spin up / spin down) (eV) = 9.0832 / 3.8921
- molar mass (g mol⁻¹) = 927.0


A molecular structure, C23H47N2O7S2. Source: the Open Molecules 2025 dataset; level of theory: wB97M-V/def2-TZVPD.

Atoms and positions in Å:
C: 4.409 -4.003 1.126
C: 3.856 -2.853 0.293
C: 3.442 -1.619 1.103
C: 1.934 -1.390 1.292
N: 1.442 -1.761 2.624
S: 1.226 -3.414 2.853
O: 1.273 -3.991 1.526
O: 2.265 -3.798 3.766
N: -0.223 -3.554 3.555
S: -1.055 -4.836 3.096
O: -2.214 -4.954 3.956
O: -0.279 -6.044 2.965
C: -1.793 -4.457 1.488
C: -2.676 -3.251 1.628
C: -2.173 -1.956 1.563
C: -3.017 -0.874 1.775
C: -4.360 -1.095 2.031
C: -4.874 -2.385 2.072
C: -4.028 -3.467 1.877
H: 5.409 -3.780 1.487
H: 4.448 -4.912 0.534
H: 3.795 -4.219 1.992
H: 3.030 -3.215 -0.311
H: 4.649 -2.554 -0.391
H: 3.933 -1.583 2.070
H: 3.795 -0.749 0.551
H: 1.791 -0.316 1.192
H: 1.369 -1.843 0.481
H: 0.632 -1.234 2.921
H: -1.026 -4.333 0.732
H: -2.408 -5.307 1.222
H: -1.118 -1.838 1.380
H: -2.600 0.119 1.755
H: -5.003 -0.248 2.213
H: -5.917 -2.560 2.281
H: -4.399 -4.474 1.938
C: -1.274 4.677 1.283
C: -0.575 3.384 1.673
O: 0.071 2.737 0.598
C: 1.092 3.476 -0.041
C: 2.244 3.861 0.871
H: -2.000 4.491 0.489
H: -1.797 5.094 2.144
H: -0.573 5.432 0.923
H: -1.310 2.666 2.036
H: 0.120 3.561 2.502
H: 0.673 4.366 -0.527
H: 1.466 2.832 -0.838
H: 1.924 4.517 1.682
H: 3.011 4.388 0.301
H: 2.690 2.971 1.317
C: -1.652 -4.767 -4.881
C: -0.938 -4.265 -3.636
O: -1.771 -4.138 -2.505
C: -2.399 -5.325 -2.052
C: -1.428 -6.426 -1.660
H: -2.488 -4.112 -5.132
H: -0.961 -4.793 -5.725
H: -2.048 -5.775 -4.747
H: -0.552 -3.262 -3.822
H: -0.072 -4.897 -3.408
H: -3.117 -5.686 -2.800
H: -2.981 -5.032 -1.178
H: -0.828 -6.766 -2.506
H: -1.976 -7.287 -1.274
H: -0.745 -6.077 -0.885
C: 1.132 6.762 -3.241
C: 0.221 7.132 -2.083
O: 0.906 7.620 -0.944
C: 1.675 8.792 -1.130
C: 0.870 9.996 -1.591
H: 1.865 6.018 -2.926
H: 0.544 6.347 -4.061
H: 1.677 7.624 -3.627
H: -0.306 6.240 -1.743
H: -0.547 7.845 -2.406
H: 2.508 8.600 -1.816
H: 2.116 9.003 -0.155
H: 0.417 9.837 -2.570
H: 1.516 10.872 -1.662
H: 0.068 10.212 -0.883

Cartesian forces (eV/Å) of the 2 atoms listed first:
C -0.161 -0.073 0.072
C 0.434 -0.165 0.349

Output
- total charge = -1
- LUMO (eV) = 2.01
- frontier orbital gap (eV) = 7.6869
- molar mass (g mol⁻¹) = 527.8


9 unconnected molecules or ions with the total composition C23H48Cl16FNO2P. Source: the Open Molecules 2025 dataset; level of theory: wB97M-V/def2-TZVPD.

Atoms and positions in Å:
C: 3.608 -1.618 -2.256
C: 2.690 -0.414 -1.901
F: 3.252 0.209 -0.800
C: 1.260 -0.945 -1.622
C: 0.523 -0.243 -0.480
O: 0.013 1.052 -0.828
C: -0.889 1.021 -1.935
C: -0.890 -0.272 -2.777
P: -2.218 -1.542 -2.286
C: -1.401 -3.019 -1.519
O: -3.149 -0.886 -1.074
N: 0.481 -0.879 -2.904
H: 3.035 -2.487 -2.598
H: 4.179 -1.886 -1.362
H: 4.306 -1.334 -3.051
H: 2.758 0.279 -2.754
H: 1.338 -2.004 -1.361
H: 1.227 -0.081 0.337
H: -0.235 -0.916 -0.066
H: -1.921 1.269 -1.651
H: -0.574 1.836 -2.615
H: -1.181 0.024 -3.793
H: -0.414 -3.272 -1.922
H: -2.054 -3.867 -1.762
H: -1.402 -2.946 -0.422
H: -4.055 -1.052 -1.365
H: 0.349 -1.825 -3.277
H: 0.969 -0.371 -3.649
Cl: -2.724 -4.280 -7.771
C: -3.054 -5.073 -6.214
C: -3.164 -4.080 -5.086
Cl: -1.590 -3.316 -4.715
H: -2.267 -5.801 -6.031
H: -3.997 -5.607 -6.320
H: -3.493 -4.583 -4.177
H: -3.874 -3.288 -5.313
Cl: -1.775 3.938 -2.890
C: -0.334 4.805 -2.293
C: 0.319 5.626 -3.373
Cl: 1.074 4.600 -4.622
H: 0.355 4.070 -1.878
H: -0.668 5.452 -1.484
H: 1.111 6.237 -2.942
H: -0.394 6.285 -3.862
Cl: -1.216 0.839 1.102
C: -1.890 0.809 2.762
C: -1.649 2.107 3.482
Cl: 0.087 2.356 3.853
H: -1.449 -0.033 3.296
H: -2.961 0.632 2.673
H: -2.177 2.108 4.429
H: -1.993 2.959 2.901
Cl: -3.755 4.567 6.799
C: -1.990 4.663 6.571
C: -1.585 5.886 5.789
Cl: -2.106 5.795 4.084
H: -1.662 3.750 6.079
H: -1.544 4.696 7.564
H: -0.499 5.976 5.784
H: -2.003 6.792 6.220
Cl: -0.063 -3.003 3.826
C: 1.586 -2.326 3.833
C: 1.885 -1.566 2.568
Cl: 2.003 -2.648 1.145
H: 2.288 -3.143 3.985
H: 1.652 -1.653 4.687
H: 2.844 -1.057 2.656
H: 1.119 -0.819 2.363
Cl: 7.210 1.324 -2.107
C: 6.297 1.512 -0.586
C: 6.826 2.641 0.262
Cl: 8.439 2.283 0.926
H: 6.331 0.564 -0.054
H: 5.264 1.712 -0.863
H: 6.162 2.804 1.110
H: 6.892 3.568 -0.304
Cl: -5.676 1.036 1.832
C: -6.613 1.352 3.319
C: -6.002 2.450 4.151
Cl: -4.446 1.958 4.870
H: -6.684 0.421 3.877
H: -7.615 1.642 3.007
H: -6.666 2.702 4.976
H: -5.830 3.350 3.565
Cl: 1.968 -5.101 -2.147
C: 3.023 -6.318 -1.362
C: 3.488 -5.876 0.001
Cl: 4.633 -4.512 -0.079
H: 3.859 -6.516 -2.028
H: 2.434 -7.229 -1.272
H: 4.010 -6.695 0.494
H: 2.651 -5.575 0.629

Cartesian forces (eV/Å) of the 2 atoms listed first:
C -0.031 0.623 -0.249
C 0.997 -1.474 -0.629

Output
- total charge = +1
- LUMO (eV) = -2.48
- frontier orbital gap (eV) = 8.6542
- molar mass (g mol⁻¹) = 987.9